Run one
Density functional theory data (ωB97M-V/def2-TZVPD) for a structure of composition C3H12O3.

Geometry (Å):
C: 1.2854 0.4060 -1.4826
C: 1.9428 -0.2994 -0.3534
C: 1.8513 0.1749 0.9708
H: 1.9144 0.5456 -2.3583
H: 1.1054 1.4159 -1.1058
H: 0.3498 -0.0997 -1.7279
H: 2.6960 -1.0686 -0.4954
H: 2.3952 -0.2992 1.7764
H: 1.3228 1.0972 1.2042
H: -3.8318 0.2139 -0.9916
H: -2.6749 -0.6365 -0.2707
O: -3.5667 -0.2164 -0.1846
H: -0.9629 0.2124 0.9122
H: -2.0647 1.0444 1.4972
O: -1.0899 1.0537 1.4792
H: 0.9908 -0.6040 0.4524
H: -0.5910 -1.8119 0.5702
O: -1.0721 -1.1282 0.1079

Results
LUMO level = -0.0491 hartree
Kohn-Sham gap = 0.2656 Ha
highest occupied orbital energy = -8.562 eV
M = 96.1 Da

---

Run two
Density functional theory data (ωB97M-V/def2-TZVPD) for a cluster of 3 separate species, C3H12O3 in total.

Geometry (Å):
C: -0.4205 0.6716 -0.0672
C: 0.0031 -0.5212 0.8239
C: -1.0158 -0.6949 1.9803
O: 1.3389 -0.2246 1.3886
H: 0.4709 0.7163 -0.6842
H: -0.5024 1.4947 0.5660
H: -1.3959 0.4564 -0.5553
H: 0.1120 -1.5545 0.4267
H: -1.9804 -0.6462 1.5028
H: -0.9052 0.1593 2.6795
H: -1.1894 -1.5474 2.7113
H: 1.6047 -0.8065 2.1178
O: -2.6771 1.0875 -3.7414
H: -2.7339 0.1127 -3.8310
H: -1.8614 1.5058 -3.2785
O: 3.7205 0.0801 -1.0461
H: 4.4428 -0.1766 -0.4696
H: 2.9891 -0.1124 -0.5235

Results
LUMO level = 0.0227 hartree
Kohn-Sham gap = 0.4095 Ha
highest occupied orbital energy = -10.523 eV
SMILES = CC(C)O.O.O
M = 96.1 Da

---

Run three
Density functional theory data (ωB97M-V/def2-TZVPD) for a cluster of 3 separate species, C3H12O3 in total.

Geometry (Å):
C: -1.9218 -1.9909 1.3521
O: -0.9781 -2.9613 1.7761
H: -2.8491 -2.4471 0.9930
H: -2.1493 -1.3657 2.2145
H: -1.5279 -1.3376 0.5697
H: -0.5253 -3.3194 1.0079
C: 0.9327 1.8315 -2.5242
O: -0.3170 2.1504 -1.9422
H: 0.9719 2.1011 -3.5826
H: 1.7528 2.3290 -1.9982
H: 1.0693 0.7555 -2.4396
H: -0.6003 3.0193 -2.2413
C: 0.7853 0.4408 0.9760
O: 1.8101 -0.0082 1.8603
H: 1.1261 1.3820 0.5456
H: 0.5794 -0.2877 0.1929
H: -0.1315 0.6499 1.5310
H: 1.9727 -0.9416 1.7090

Results
LUMO level = 0.0246 hartree
Kohn-Sham gap = 0.3974 Ha
highest occupied orbital energy = -10.143 eV
SMILES = CO.CO.CO
M = 96.1 Da

---

Computed relative energies in units of kcal/mol: run one 66.3; run two 0.0; run three 9.4

---

Run one
Density functional theory data (ωB97M-V/def2-TZVPD) for the molecule C5H4N2O.

Geometry (Å):
C: 2.4945 0.3036 -0.1365
C: 0.7925 -1.6680 0.0160
C: -0.5723 -1.3575 0.0525
C: 1.7595 -0.7516 0.0790
C: -1.0759 0.9539 0.5722
N: 3.3834 1.0781 -0.3197
N: -1.8629 1.9634 -0.0192
O: -1.1166 -0.1876 -0.0365
H: 1.0239 -2.7438 0.0903
H: -1.1438 -2.3566 0.3649
H: -1.5523 2.8939 0.3338
H: -2.1301 1.8721 -0.9968

Results
LUMO level (spin up / spin down) = -0.0527 / -0.0432 hartree
Kohn-Sham gap (spin up / spin down) = 0.2649 / 0.2443 Ha
highest occupied orbital energy (spin up / spin down) = -8.642 / -7.824 eV
M = 108.1 Da

---

Run two
Density functional theory data (ωB97M-V/def2-TZVPD) for the molecule C5H4N2O.

Geometry (Å):
C: -2.3432 -1.0056 -0.0021
C: 0.2328 -1.2349 0.0257
C: -1.0254 -0.9705 0.0728
C: -0.4101 1.5515 0.0634
C: 1.3724 -0.1061 0.0333
N: -3.4876 -1.0120 -0.0810
N: 0.8546 1.2150 -0.1955
O: -0.9984 2.5958 0.1237
H: 0.6117 -2.2503 0.3454
H: 1.6033 -0.3017 1.0545
H: 2.2339 -0.2802 -0.6944
H: 1.3561 1.7992 -0.7459

Results
LUMO level (spin up / spin down) = -0.0339 / -0.0144 hartree
Kohn-Sham gap (spin up / spin down) = 0.2762 / 0.3023 Ha
highest occupied orbital energy (spin up / spin down) = -8.438 / -8.617 eV
M = 108.1 Da

---

Run three
Density functional theory data (ωB97M-V/def2-TZVPD) for the molecule C5H4N2O.

Geometry (Å):
C: 1.4799 1.0631 0.1931
C: 0.2289 1.5118 0.4243
C: -0.7083 0.7753 -0.3210
C: -0.3698 -0.4446 -0.6968
C: 1.6602 -1.0866 0.1646
N: 2.2458 0.0463 0.8844
N: 2.6980 -0.3629 -0.4662
O: 2.0051 0.7874 -1.0433
H: -0.1353 1.9082 1.4521
H: -1.7870 1.2328 -0.4739
H: -0.8844 -1.4198 -1.0660
H: 1.7287 -2.0911 0.2997

Results
LUMO level (spin up / spin down) = -0.0115 / -0.0115 hartree
Kohn-Sham gap (spin up / spin down) = 0.2914 / 0.2915 Ha
highest occupied orbital energy (spin up / spin down) = -8.244 / -8.245 eV
M = 108.1 Da

---

Computed relative energies in units of kcal/mol: run one 54.6; run two 0.0; run three 137.9

---

Run one
Density functional theory data (ωB97M-V/def2-TZVPD) for a cluster of 4 separate species, C5H16NO2 in total.

Geometry (Å):
C: 1.7970 -0.0360 0.9021
C: 1.4679 -0.4087 -0.5305
C: 0.0823 0.1821 -1.1807
C: -1.0814 -0.5057 -1.4218
C: 0.2723 1.5973 -1.5708
N: 0.8112 -0.6692 1.7947
H: 2.7478 -0.4775 1.2365
H: 1.8712 1.0670 1.0720
H: 1.2988 -1.4902 -0.5419
H: 2.2598 -0.1237 -1.2370
H: -1.9261 0.0888 -1.7901
H: -1.0953 -1.5611 -1.1602
H: -0.7544 1.9296 -1.8106
H: 0.5310 2.2606 -0.7364
H: 0.9471 1.8021 -2.4683
H: -0.9581 1.1012 1.7632
H: -0.1771 -0.3140 1.4710
H: 0.7836 -0.2021 2.7944
H: -3.4959 1.8817 0.1391
H: -1.9738 1.4135 0.6175
O: -2.5756 1.6787 -0.1525
H: 0.2228 -2.5597 1.4314
H: -0.8844 -3.6431 0.8302
O: -0.1706 -3.0116 0.5487

Results
LUMO level = -0.3413 hartree
Kohn-Sham gap = 0.1615 Ha
highest occupied orbital energy = -13.682 eV
M = 122.2 Da
total charge = +1

---

Run two
Density functional theory data (ωB97M-V/def2-TZVPD) for a cluster of 3 separate species, C5H16NO2 in total.

Geometry (Å):
C: -2.0668 -1.0339 -1.9837
C: -0.9614 -0.0137 -1.6643
C: 0.4357 -0.6174 -1.8221
C: 1.5337 -0.1687 -0.9033
C: 2.1724 -0.8682 0.0131
N: -1.2114 0.6687 -0.3255
H: -2.7291 -1.2835 -1.1507
H: -2.7701 -0.6605 -2.7275
H: -1.6077 -1.9342 -2.3539
H: -1.1094 0.7759 -2.3843
H: 0.7461 -0.5619 -2.8642
H: 0.3353 -1.6927 -1.6359
H: 1.7569 0.8913 -0.9695
H: 2.9665 -0.4338 0.5787
H: 2.2163 -1.9382 0.1798
H: -2.0992 0.4105 0.1045
H: -1.2564 1.6765 -0.4655
H: -0.4733 0.4753 0.3667
H: -1.8091 1.4486 2.8330
H: -0.5844 0.7133 3.2355
O: -1.0359 1.0225 2.4400
H: 2.2992 0.8504 2.2183
H: 1.8129 0.9633 3.5998
O: 1.6439 0.4507 2.7989

Results
LUMO level = -0.1117 hartree
Kohn-Sham gap = 0.3931 Ha
highest occupied orbital energy = -13.736 eV
M = 122.2 Da
total charge = +1

---

Computed relative energies in units of kcal/mol: run one 174.8; run two 0.0